The following is a quantum chemistry calculation of C6H7N3O in the gas phase, from the OMol25 dataset.

The geometry in XYZ format:
```
17
Properties=species:S:1:pos:R:3:forces:R:3:mulliken_charge:R:1
C -0.46453 -0.50144 2.51845 -2.38 2.06 4.30 -0.873
C 0.80681 -0.79269 1.85654 2.74 -3.30 4.09 0.476
C 0.20083 0.02682 -0.36611 -0.61 2.93 -4.92 0.449
C 0.13590 1.05365 -2.47596 0.24 -0.21 0.06 -0.001
C -1.27703 1.04044 -2.41641 0.34 -1.02 1.81 -0.481
C -1.87621 0.46961 -1.24823 8.26 1.50 -3.50 -0.292
H -1.29378 -0.95397 2.00513 -0.27 -0.74 0.00 0.305
H -0.85343 0.58722 2.48380 1.26 -1.32 -0.41 0.296
H -0.52893 -0.67835 3.78067 0.64 -0.13 -3.95 0.250
H 2.17686 0.00943 0.58979 -4.71 -2.21 -0.97 0.383
H 0.67921 1.48149 -3.39464 -0.80 -0.65 1.64 0.325
H -1.92385 1.49614 -3.12462 -0.11 0.22 -0.77 0.375
H -2.80350 0.60139 -1.10282 -7.05 0.33 1.14 0.586
N 1.00140 -0.43401 0.57251 6.85 1.64 1.26 -0.189
N 0.91000 0.55975 -1.47853 -2.04 -0.37 0.61 -0.564
N -1.12616 0.03914 -0.27263 0.70 -1.46 1.93 -0.427
O 1.73703 -1.43447 2.47545 -3.03 2.73 -2.32 -0.619
```
Positions in Å, forces in eV/Å.

Results
- Highest occupied orbital energy: -0.3374 Ha
- Charge: 0
- HOMO-LUMO gap: 9.5 eV
- Energy above the lowest of the compared OMol25 structures with the same formula, charge and spin: 49.3 kcal per mole
- DFT total energy: -12850.937 eV



The following is a quantum chemistry calculation of C6H7N3O2 in the gas phase, from the OMol25 dataset.

The geometry in XYZ format:
```
18
Properties=species:S:1:pos:R:3:forces:R:3:mulliken_charge:R:1
C -1.39270 0.44632 -0.31688 -1.63 1.59 -2.32 -0.202
C -1.24015 -0.06106 0.95631 2.27 -1.52 1.64 0.151
C 1.40150 -0.33439 -0.61381 -0.81 -0.08 0.53 -0.573
C 0.91367 -0.98771 1.71542 -2.77 -2.34 -0.43 -0.754
C 0.76713 -1.18167 0.38411 1.28 0.96 -2.06 0.255
C 1.43229 1.49243 -2.11687 1.66 2.77 -1.53 -0.884
N -0.52877 1.01565 -1.13810 -3.11 -0.88 0.60 -0.707
N 0.76509 0.69542 -1.11523 2.32 -0.92 -0.46 0.642
N -2.09155 -0.86299 1.72264 -1.35 1.25 -0.71 0.918
O -3.11059 -0.15759 1.79456 -0.47 -0.20 0.15 -0.563
O -1.96067 -1.92497 2.26945 0.92 -0.26 -0.20 -0.583
H -2.49528 0.60457 -0.75479 2.31 -0.47 1.51 0.298
H 0.64551 -1.81107 2.36003 0.01 -0.09 0.15 0.325
H 1.26462 -0.16282 2.18658 1.14 2.59 0.87 0.341
H 0.63867 -2.17252 -0.04104 -0.46 -0.27 0.42 0.349
H 0.84751 1.77941 -3.00906 -0.56 -0.47 0.90 0.348
H 1.78426 2.46100 -1.69602 -0.65 -0.46 0.15 0.309
H 2.35946 1.16199 -2.58732 -0.11 -1.21 0.80 0.332
```
Positions in Å, forces in eV/Å.

Results
- Highest occupied orbital energy (alpha / beta): -0.3140 / -0.3140 Ha
- Charge: 0
- HOMO-LUMO gap (alpha / beta): 7.2 / 7.2 eV
- Energy above the lowest of the compared OMol25 structures with the same formula, charge and spin: 250.1 kcal per mole
- DFT total energy: -14889.686 eV



Q: Which of these has the lowest energy above the lowest of the compared OMol25 structures with the same formula, charge and spin?
A: C6H7N3O



Q: Among the records above, which one has the highest energy above the lowest of the compared OMol25 structures with the same formula, charge and spin?
A: C6H7N3O2